Molecular formula: C26H24Cl5InNOP2
Method: DFT, ωB97M-V with the def2-TZVPD basis set

Calculated values
Total energy = -117243.6434 eV
Kohn-Sham gap = 7.0 eV
Energy above the lowest of the compared OMol25 structures with the same formula, charge and spin = 106.8 kcal per mole

The geometry in ORCA input format:
```
! wB97M-V def2-TZVPD RIJCOSX def2/J DEFGRID3
* xyz 1 1
C 0.717 -2.907 -2.880
C 1.038 -1.710 -2.259
C 0.458 -0.491 -2.766
C -0.479 -0.541 -3.871
C -0.767 -1.805 -4.477
C -0.172 -2.954 -3.995
C -1.069 0.671 -4.272
C -0.769 1.869 -3.598
C 0.198 1.801 -2.521
C 0.525 2.987 -1.770
C -0.098 4.179 -2.106
C -1.037 4.252 -3.178
C -1.370 3.129 -3.909
H 1.147 -3.842 -2.503
H -1.471 -1.845 -5.315
H -0.394 -3.921 -4.458
H -1.783 0.679 -5.105
H 0.132 5.087 -1.537
H -1.503 5.215 -3.412
H -2.102 3.184 -4.722
N 0.797 0.656 -2.158
In -0.726 0.181 0.984
C 1.889 -1.623 -1.026
H 2.493 -0.701 -1.045
H 2.549 -2.504 -0.935
C 1.469 2.838 -0.617
H 2.269 2.126 -0.877
H 1.912 3.808 -0.330
P 0.858 -1.544 0.552
P 0.633 2.124 0.925
C -0.257 3.646 1.504
H -0.688 3.452 2.500
H 0.409 4.527 1.555
H -1.088 3.851 0.809
C 2.115 2.155 2.056
H 2.586 3.153 2.093
H 1.803 1.865 3.074
H 2.857 1.421 1.699
C 0.112 -3.236 0.538
H 0.869 -4.022 0.360
H -0.385 -3.404 1.507
H -0.658 -3.269 -0.250
C 2.210 -1.772 1.810
H 1.762 -1.835 2.816
H 2.794 -2.690 1.618
H 2.885 -0.901 1.785
C -2.326 1.121 1.169
O -3.367 1.653 1.212
H -1.048 0.219 -0.537
Cl 0.885 0.099 4.451
C -0.339 -1.086 4.108
C -0.990 -1.157 2.850
C -2.056 -2.097 2.720
Cl -3.014 -2.214 1.233
C -2.389 -2.970 3.772
Cl -3.697 -4.143 3.578
C -1.694 -2.911 4.982
Cl -2.118 -4.007 6.302
C -0.679 -1.966 5.155
Cl 0.159 -1.876 6.711
*
```



Molecular formula: C26H24ClIN4O5PtS
Method: DFT, ωB97M-V with the def2-TZVPD basis set

Calculated values
Total energy = -78253.9473 eV
Kohn-Sham gap (spin up / spin down) = 6.5 / 6.4 eV
Energy above the lowest of the compared OMol25 structures with the same formula, charge and spin = 51.5 kcal per mole

The geometry in ORCA input format:
```
! wB97M-V def2-TZVPD RIJCOSX def2/J DEFGRID3
* xyz 0 1
Pt 0.079 -1.038 -0.615
Cl 5.354 -5.476 0.765
C 4.335 -4.290 0.009
C 4.864 -3.425 -0.914
C 4.059 -2.475 -1.540
I 4.858 -1.207 -3.002
C 2.699 -2.328 -1.261
O 1.931 -1.494 -1.865
C 2.181 -3.203 -0.240
N 0.886 -3.018 0.104
C 0.312 -3.816 0.974
C 1.004 -4.874 1.578
C 2.328 -5.062 1.288
C 2.973 -4.212 0.365
H 5.918 -3.483 -1.150
H -0.725 -3.620 1.217
H 0.487 -5.525 2.270
H 2.885 -5.854 1.767
C -1.458 4.137 5.362
C -1.641 3.522 4.003
C -0.540 3.128 3.246
C -0.698 2.606 1.973
C -1.979 2.473 1.461
C -3.096 2.830 2.201
C -2.919 3.352 3.471
S -2.170 1.888 -0.193
O -1.215 2.639 -0.998
O -3.552 1.999 -0.567
N -1.669 0.347 -0.214
C -2.530 -0.702 -0.088
C -3.821 -0.725 0.471
C -4.517 -1.910 0.475
C -3.940 -3.067 -0.053
C -2.656 -2.987 -0.537
N -1.973 -1.840 -0.550
H -0.406 4.178 5.637
H -1.993 3.569 6.124
H -1.851 5.155 5.372
H 0.459 3.236 3.648
H 0.165 2.312 1.387
H -4.084 2.715 1.775
H -3.784 3.639 4.057
H -4.238 0.180 0.881
H -5.510 -1.950 0.904
H -4.477 -4.004 -0.077
H -2.142 -3.848 -0.947
O 2.464 2.503 -0.151
C 1.897 1.549 -0.652
O 1.370 0.579 0.012
C 1.830 1.491 -2.205
N 0.490 1.064 -2.690
C 0.493 1.347 -4.138
C 1.189 2.717 -4.220
C 1.986 2.845 -2.896
H 2.566 0.763 -2.546
H -0.215 1.671 -2.209
H 0.295 0.094 -2.403
H -0.520 1.340 -4.534
H 1.082 0.583 -4.643
H 0.457 3.519 -4.304
H 1.835 2.759 -5.094
H 1.556 3.608 -2.249
H 3.030 3.096 -3.054
*
```



Molecular formula: C26H24CuN3O2S
Method: DFT, ωB97M-V with the def2-TZVPD basis set

Calculated values
Total energy = -91386.3754 eV
Expectation value of S² = 0.753
Kohn-Sham gap (spin up / spin down) = 9.3 / 8.1 eV

The geometry in ORCA input format:
```
! wB97M-V def2-TZVPD RIJCOSX def2/J DEFGRID3
* xyz 1 2
Cu -0.265 0.096 -0.023
O -0.306 2.479 2.697
C -0.682 1.970 1.657
N 0.008 1.856 0.513
C 1.382 2.283 0.478
C 2.254 1.146 0.921
C 3.454 1.308 1.602
C 4.122 0.184 2.051
C 3.592 -1.072 1.784
C 2.413 -1.153 1.068
N 1.760 -0.070 0.667
C -2.091 1.485 1.437
C -3.140 1.844 2.271
C -4.427 1.480 1.910
C -4.622 0.822 0.704
C -3.515 0.485 -0.057
N -2.276 0.765 0.326
H 1.526 3.165 1.112
H 1.621 2.550 -0.559
H 3.835 2.299 1.792
H 5.032 0.281 2.622
H 4.081 -1.968 2.127
H 1.962 -2.102 0.816
H -2.917 2.390 3.176
H -5.265 1.717 2.546
H -5.606 0.561 0.353
H -3.633 -0.007 -1.009
O -0.413 -1.769 -0.446
S -1.361 -2.757 0.210
C -0.681 -4.405 -0.313
C -0.514 -4.474 -1.787
C 0.632 -3.962 -2.385
C 0.745 -3.939 -3.764
C -0.300 -4.386 -4.556
C -1.443 -4.906 -3.970
C -1.542 -4.970 -2.590
C -2.818 -2.666 -0.898
C -4.113 -2.870 -0.176
C -5.204 -3.389 -0.865
C -6.402 -3.617 -0.210
C -6.510 -3.348 1.144
C -5.436 -2.806 1.830
C -4.247 -2.550 1.170
H -1.398 -5.132 0.065
H 0.262 -4.505 0.222
H 1.436 -3.590 -1.767
H 1.650 -3.566 -4.220
H -0.219 -4.341 -5.631
H -2.260 -5.257 -4.583
H -2.409 -5.432 -2.132
H -2.691 -3.392 -1.700
H -2.720 -1.674 -1.335
H -5.106 -3.619 -1.917
H -7.250 -4.010 -0.752
H -7.430 -3.568 1.663
H -5.526 -2.591 2.883
H -3.410 -2.125 1.708
*
```



Molecular formula: C26H24F5NOP2STl
Method: DFT, ωB97M-V with the def2-TZVPD basis set

Calculated values
Total energy = -78571.3829 eV
Kohn-Sham gap (spin up / spin down) = 4.4 / 6.1 eV

The geometry in ORCA input format:
```
! wB97M-V def2-TZVPD RIJCOSX def2/J DEFGRID3
* xyz 1 1
C 2.649 -3.487 1.505
C 2.448 -2.620 0.460
C 1.268 -2.752 -0.318
C 0.323 -3.786 -0.045
C 0.418 -4.422 1.242
C 1.616 -4.311 1.959
C -0.763 -3.883 -0.974
C -1.165 -2.749 -1.739
C -0.139 -1.793 -1.980
C -0.347 -0.729 -2.897
C -1.605 -0.557 -3.416
C -2.696 -1.283 -2.939
C -2.508 -2.354 -2.054
H 3.609 -3.479 2.004
H -0.469 -4.894 1.697
H 1.760 -4.912 2.847
H -1.549 -4.654 -0.755
H -1.749 0.191 -4.188
H -3.695 -1.068 -3.292
H -3.360 -2.804 -1.523
N 0.875 -1.736 -1.104
Tl -3.043 -1.833 2.009
C 3.381 -1.551 0.001
H 3.665 -1.731 -1.044
H 4.285 -1.528 0.604
C 0.886 0.053 -3.218
H 1.710 -0.632 -3.456
H 0.719 0.718 -4.065
P 2.613 0.111 0.015
P 1.481 1.045 -1.801
C 0.013 1.897 -1.165
H 0.261 2.903 -0.804
H -0.727 1.979 -1.974
H -0.468 1.328 -0.358
C 2.513 2.344 -2.489
H 2.127 2.598 -3.484
H 2.469 3.229 -1.846
H 3.550 2.003 -2.578
C 1.482 0.164 1.435
H 2.012 -0.252 2.304
H 1.169 1.197 1.657
H 0.591 -0.449 1.248
C 3.953 1.248 0.405
H 3.562 2.209 0.753
H 4.563 0.797 1.197
H 4.581 1.409 -0.479
C 0.702 3.370 1.770
O -0.106 4.118 2.083
H -3.721 -3.043 2.971
F -3.567 5.117 3.756
C -3.446 4.022 2.981
C -3.389 2.751 3.557
F -3.445 2.614 4.906
C -3.247 1.642 2.739
F -3.153 0.451 3.432
C -3.126 1.701 1.326
S -2.873 0.379 0.264
C -3.179 3.017 0.796
F -2.969 3.167 -0.534
C -3.353 4.149 1.586
F -3.395 5.373 1.010
*
```



Molecular formula: C26H24F9NO3PPtS
Method: DFT, ωB97M-V with the def2-TZVPD basis set

Calculated values
Total energy = -82808.4947 eV
Kohn-Sham gap = 8.5 eV
Energy above the lowest of the compared OMol25 structures with the same formula, charge and spin = 5.5 kcal per mole

The geometry in ORCA input format:
```
! wB97M-V def2-TZVPD RIJCOSX def2/J DEFGRID3
* xyz 1 1
Pt -1.579 -1.194 -0.630
N -2.307 -0.541 1.252
C -2.068 -1.523 2.335
C -0.580 -1.739 2.525
C 0.164 -2.485 1.429
O 1.056 -3.244 1.698
O -0.104 -2.231 0.144
H -1.769 0.318 1.445
H -3.288 -0.285 1.231
H -2.576 -2.453 2.082
H -2.498 -1.147 3.265
H -0.400 -2.301 3.439
H -0.095 -0.766 2.646
F -4.875 3.588 -2.413
C -4.026 3.425 -3.434
F -4.726 3.505 -4.572
F -3.163 4.451 -3.418
C -3.289 2.108 -3.347
C -3.526 1.235 -2.298
C -2.825 0.037 -2.272
C -1.890 -0.281 -3.266
C -1.637 0.626 -4.285
C -2.364 1.805 -4.340
P -0.895 -1.680 -2.698
C -1.379 -3.217 -3.480
C -0.765 -4.377 -3.000
C -1.097 -5.597 -3.556
C -2.037 -5.654 -4.580
C -2.655 -4.508 -5.048
C -2.329 -3.278 -4.491
C -2.389 -7.006 -5.153
F -3.158 -6.905 -6.243
F -3.054 -7.746 -4.252
F -1.284 -7.686 -5.491
C 0.828 -1.387 -3.101
C 1.636 -0.719 -2.184
C 2.956 -0.446 -2.505
C 3.454 -0.834 -3.739
C 2.655 -1.505 -4.656
C 1.339 -1.785 -4.336
C 4.897 -0.568 -4.097
F 5.005 -0.111 -5.354
F 5.454 0.338 -3.284
F 5.626 -1.691 -4.016
H -4.254 1.479 -1.538
H -3.241 -0.739 -1.554
H -0.864 0.423 -5.016
H -2.196 2.511 -5.143
H -0.036 -4.322 -2.199
H -0.627 -6.505 -3.201
H -3.383 -4.571 -5.844
H -2.806 -2.378 -4.858
H 1.242 -0.436 -1.217
H 3.597 0.061 -1.799
H 3.063 -1.807 -5.612
H 0.715 -2.322 -5.041
C 1.835 2.290 2.523
S 0.849 1.936 1.074
C 0.743 3.605 0.438
O -0.530 1.615 1.582
H 1.312 3.020 3.139
H 2.811 2.661 2.212
H 1.956 1.355 3.067
H 1.740 3.961 0.183
H 0.282 4.233 1.199
H 0.121 3.575 -0.454
*
```



Molecular formula: C26H24F9NO3PPtS
Method: DFT, ωB97M-V with the def2-TZVPD basis set

Calculated values
Total energy = -82806.2074 eV
Expectation value of S² = 2.010
Kohn-Sham gap (spin up / spin down) = 7.9 / 6.6 eV
Energy above the lowest of the compared OMol25 structures with the same formula, charge and spin = 13.5 kcal per mole

The geometry in ORCA input format:
```
! wB97M-V def2-TZVPD RIJCOSX def2/J DEFGRID3
* xyz 1 3
Pt 0.347 1.549 -0.083
N 0.747 2.442 1.877
C 2.183 2.357 2.259
C 3.085 2.939 1.177
C 3.332 2.005 0.001
O 4.426 1.578 -0.257
O 2.281 1.692 -0.757
H 0.460 3.418 1.843
H 0.167 1.990 2.580
H 2.406 1.304 2.442
H 2.325 2.895 3.198
H 4.057 3.163 1.613
H 2.655 3.873 0.806
F -4.270 -6.312 -0.170
C -3.530 -6.229 -1.290
F -2.709 -7.288 -1.302
F -4.368 -6.349 -2.329
C -2.768 -4.928 -1.333
C -1.518 -4.846 -0.738
C -0.837 -3.638 -0.728
C -1.405 -2.513 -1.318
C -2.651 -2.613 -1.934
C -3.338 -3.815 -1.935
P -0.611 -0.865 -1.317
C 1.062 -1.217 -0.662
C 1.431 -1.250 0.686
C 2.763 -1.418 1.047
C 3.730 -1.551 0.067
C 3.377 -1.536 -1.275
C 2.054 -1.365 -1.634
C 5.171 -1.748 0.475
F 5.405 -3.046 0.752
F 6.021 -1.383 -0.485
F 5.466 -1.053 1.584
C -1.447 -0.047 0.111
C -1.978 1.244 -0.112
C -2.655 1.922 0.925
C -2.777 1.337 2.158
C -2.315 0.027 2.376
C -1.676 -0.652 1.369
C -3.464 2.112 3.258
F -2.847 3.298 3.443
F -3.439 1.460 4.421
F -4.739 2.373 2.951
H -1.075 -5.723 -0.289
H 0.143 -3.585 -0.269
H -3.087 -1.750 -2.423
H -4.304 -3.893 -2.414
H 0.692 -1.175 1.473
H 3.046 -1.446 2.091
H 4.142 -1.627 -2.033
H 1.790 -1.314 -2.683
H -2.093 1.595 -1.131
H -3.095 2.895 0.741
H -2.484 -0.447 3.333
H -1.369 -1.678 1.525
C -1.367 4.398 -1.619
S 0.232 3.659 -1.351
C 0.699 3.168 -2.991
O 1.128 4.705 -0.853
H -1.250 5.164 -2.385
H -1.657 4.856 -0.675
H -2.093 3.650 -1.928
H -0.091 2.558 -3.425
H 1.622 2.599 -2.891
H 0.863 4.081 -3.563
*
```



Molecular formula: C26H24FeN5O3S
Method: DFT, ωB97M-V with the def2-TZVPD basis set

Calculated values
Total energy = -86168.0667 eV
Expectation value of S² = 8.766
Kohn-Sham gap (spin up / spin down) = 7.5 / 6.9 eV
Energy above the lowest of the compared OMol25 structures with the same formula, charge and spin = 0.0 kcal per mole

The geometry in ORCA input format:
```
! wB97M-V def2-TZVPD RIJCOSX def2/J DEFGRID3
* xyz 0 6
Fe 2.274 -0.235 0.808
O 1.490 -2.007 0.747
C 1.333 -2.867 1.734
C 1.296 -4.251 1.449
C 1.121 -5.176 2.445
C 0.960 -4.781 3.779
C 0.975 -3.445 4.075
C 1.163 -2.466 3.074
C 1.092 -1.086 3.433
N 1.310 -0.108 2.609
N 1.076 1.184 3.095
C 1.305 2.050 2.150
O 1.695 1.672 0.960
C 1.097 3.487 2.427
C 1.148 4.403 1.380
C 0.946 5.751 1.622
C 0.703 6.191 2.912
C 0.659 5.282 3.959
C 0.853 3.933 3.721
H 1.432 -4.546 0.417
H 1.112 -6.231 2.203
H 0.826 -5.524 4.550
H 0.844 -3.105 5.093
H 0.813 -0.803 4.445
H 1.355 4.052 0.378
H 0.982 6.457 0.805
H 0.551 7.245 3.104
H 0.474 5.625 4.966
H 0.817 3.217 4.528
N 5.173 -0.484 2.083
C 4.130 -0.378 1.603
C 0.399 -1.903 -4.517
C -0.426 -2.704 -3.523
C -0.057 -2.406 -2.077
N -0.489 -1.074 -1.679
C 0.288 -0.032 -1.457
S 1.991 -0.104 -1.621
N -0.260 1.158 -1.074
C -1.586 1.601 -1.085
O -1.940 2.431 -0.286
C -2.481 1.075 -2.153
C -3.809 0.812 -1.831
C -4.669 0.341 -2.810
C -4.212 0.162 -4.106
C -2.895 0.453 -4.433
C -2.025 0.903 -3.456
H 0.102 -2.122 -5.541
H 1.460 -2.128 -4.415
H 0.279 -0.833 -4.359
H -0.287 -3.773 -3.688
H -1.491 -2.508 -3.671
H 1.019 -2.459 -1.909
H -0.535 -3.104 -1.388
H -1.485 -0.955 -1.551
H 0.385 1.738 -0.517
H -4.151 0.983 -0.819
H -5.699 0.123 -2.562
H -4.888 -0.198 -4.870
H -2.546 0.332 -5.449
H -0.997 1.136 -3.704
*
```



Molecular formula: C26H24N2O5
Method: DFT, ωB97M-V with the def2-TZVPD basis set

Calculated values
Total energy = -40568.9355 eV
Kohn-Sham gap = 8.1 eV
Energy above the lowest of the compared OMol25 structures with the same formula, charge and spin = 38.0 kcal per mole

The geometry in ORCA input format:
```
! wB97M-V def2-TZVPD RIJCOSX def2/J DEFGRID3
* xyz 0 1
C -2.090 2.656 -4.183
H -1.835 3.238 -5.064
H -3.067 2.952 -3.796
H -2.114 1.591 -4.424
O -1.077 2.920 -3.224
C -1.273 2.422 -2.002
O -2.265 1.792 -1.700
C -0.155 2.699 -1.075
C 1.065 3.200 -1.524
C 2.116 3.348 -0.641
C 1.969 3.012 0.701
C 0.734 2.563 1.155
C -0.318 2.402 0.277
H -1.270 2.031 0.620
H 0.605 2.310 2.197
C 3.176 2.942 1.603
O 3.916 1.757 1.321
C 3.093 0.643 1.206
C 2.798 0.155 -0.059
C 1.855 -0.844 -0.212
C 1.204 -1.384 0.889
C 1.585 -0.960 2.157
C 2.512 0.051 2.319
H 2.774 0.399 3.308
H 1.133 -1.413 3.026
C 0.039 -2.353 0.741
C -0.255 -2.643 -0.691
C -1.125 -1.843 -1.387
N -1.924 -0.901 -0.814
C -2.032 -0.926 0.553
C -1.207 -1.684 1.322
C -1.488 -1.908 2.731
O -0.836 -2.675 3.419
C -2.681 -1.168 3.310
C -2.933 0.150 2.594
C -3.169 -0.131 1.116
H -3.281 0.791 0.541
H -4.095 -0.704 0.996
H -3.796 0.660 3.025
H -2.061 0.798 2.710
H -2.508 -1.020 4.377
H -3.553 -1.821 3.206
H -2.436 -0.220 -1.359
O -1.164 -2.188 -2.678
N -0.295 -3.242 -2.849
C 0.242 -3.519 -1.687
C 1.238 -4.605 -1.519
H 2.169 -4.195 -1.130
H 1.420 -5.086 -2.474
H 0.868 -5.340 -0.806
H 0.250 -3.261 1.316
H 1.617 -1.181 -1.209
H 3.283 0.589 -0.919
H 2.865 2.956 2.657
H 3.871 3.765 1.421
H 3.073 3.700 -0.996
H 1.188 3.441 -2.568
*
```